{"formula": "C65H140F8N9NaO8S4", "method": "the ωB97M-V functional and the def2-TZVPD basis", "species": ["Na", "C", "C", "C", "N", "C", "C", "C", "C", "C", "C", "H", "H", "H", "H", "H", "H", "H", "H", "H", "H", "H", "H", "H", "H", "H", "H", "H", "H", "H", "H", "C", "C", "C", "N", "C", "C", "C", "C", "C", "C", "H", "H", "H", "H", "H", "H", "H", "H", "H", "H", "H", "H", "H", "H", "H", "H", "H", "H", "H", "H", "C", "C", "C", "N", "C", "C", "C", "C", "C", "C", "H", "H", "H", "H", "H", "H", "H", "H", "H", "H", "H", "H", "H", "H", "H", "H", "H", "H", "H", "H", "C", "C", "C", "N", "C", "C", "C", "C", "C", "C", "H", "H", "H", "H", "H", "H", "H", "H", "H", "H", "H", "H", "H", "H", "H", "H", "H", "H", "H", "H", "C", "C", "C", "N", "C", "C", "C", "C", "C", "C", "H", "H", "H", "H", "H", "H", "H", "H", "H", "H", "H", "H", "H", "H", "H", "H", "H", "H", "H", "H", "C", "C", "C", "N", "C", "C", "C", "C", "C", "C", "H", "H", "H", "H", "H", "H", "H", "H", "H", "H", "H", "H", "H", "H", "H", "H", "H", "H", "H", "H", "C", "C", "C", "N", "C", "C", "C", "C", "C", "C", "H", "H", "H", "H", "H", "H", "H", "H", "H", "H", "H", "H", "H", "H", "H", "H", "H", "H", "H", "H", "N", "S", "O", "O", "F", "S", "O", "O", "F", "C", "F", "F", "F", "S", "O", "O", "N", "S", "O", "O", "C", "F", "F", "F"], "xyz": [[1.86043, 3.49753, 0.96441], [-1.33501, 1.84705, -3.18905], [-1.23730, 2.54902, -4.54974], [-2.37308, 3.65773, -4.72589], [-2.25104, 4.53468, -6.04406], [-3.62042, 5.25457, -6.30802], [-3.74611, 5.88842, -7.69134], [-3.38230, 4.81611, -8.81074], [-2.07644, 4.16460, -8.65623], [-1.95730, 3.59600, -7.25500], [-1.11361, 5.52877, -5.92711], [-0.30036, 1.61411, -2.93734], [-2.08520, 1.05729, -3.22893], [-1.73105, 2.43271, -2.35943], [-1.41310, 1.64145, -5.12724], [-0.23397, 2.94715, -4.70111], [-2.36971, 4.29333, -3.84040], [-3.36758, 3.21263, -4.75695], [-4.50456, 4.62084, -6.23883], [-3.76946, 5.98463, -5.51248], [-4.70404, 6.34303, -7.94391], [-3.02763, 6.70785, -7.71180], [-4.16668, 4.05924, -8.80883], [-3.22975, 5.26834, -9.79070], [-1.97931, 3.43370, -9.45901], [-1.26050, 4.88486, -8.71593], [-2.72147, 2.82717, -7.36919], [-1.02118, 3.09318, -7.01222], [-1.30671, 6.02999, -4.97864], [-1.04180, 6.22860, -6.75969], [-0.21468, 4.91238, -5.93725], [-0.71476, 1.15254, 6.73510], [-0.77867, -0.12379, 5.82830], [0.50117, -0.94929, 5.89086], [0.24753, -2.43739, 5.50801], [-0.71045, -3.17973, 6.51682], [0.08433, -3.52594, 7.82141], [1.28953, -4.38110, 7.57342], [2.26464, -3.58623, 6.78234], [1.60934, -3.18654, 5.42894], [-0.37998, -2.49705, 4.07864], [-1.65123, 1.70184, 6.83204], [-0.02113, 1.89483, 6.34015], [-0.43326, 0.98004, 7.77390], [-1.01881, 0.24354, 4.83055], [-1.60995, -0.64860, 6.29910], [0.95756, -1.08902, 6.87080], [1.32382, -0.57961, 5.27875], [-1.62776, -2.62645, 6.71810], [-1.03570, -4.11505, 6.06131], [0.36384, -2.63905, 8.39009], [-0.55370, -3.99706, 8.56912], [1.73656, -4.42220, 8.56669], [1.06271, -5.37207, 7.18020], [2.54774, -2.64438, 7.25231], [3.20889, -4.05441, 6.50430], [2.23805, -2.60248, 4.75686], [1.49090, -4.06694, 4.79730], [0.39596, -2.15388, 3.39435], [-1.31281, -1.95387, 3.92739], [-0.63226, -3.53343, 3.85421], [-3.69152, 5.88518, 5.50619], [-4.17311, 5.06117, 4.31144], [-5.66786, 5.20796, 4.20872], [-6.32433, 4.41073, 3.03964], [-7.86200, 4.62375, 3.34542], [-8.74919, 3.94382, 2.31618], [-8.41084, 4.50263, 0.90315], [-6.96273, 4.45613, 0.54759], [-6.02999, 4.99770, 1.66884], [-6.03706, 2.85004, 3.00658], [-3.80834, 6.94597, 5.28444], [-2.67588, 5.65909, 5.83096], [-4.31546, 5.85961, 6.39958], [-3.86225, 4.02882, 4.47177], [-3.59445, 5.36694, 3.43979], [-5.81628, 6.28526, 4.13461], [-6.10479, 4.82713, 5.13184], [-7.97436, 5.70627, 3.28518], [-8.08661, 4.21356, 4.33000], [-9.81216, 4.08767, 2.50984], [-8.64050, 2.86002, 2.35701], [-8.69124, 5.55462, 0.85044], [-8.97934, 3.93014, 0.17023], [-6.80585, 5.10106, -0.31702], [-6.59397, 3.49032, 0.20215], [-5.96161, 6.08120, 1.76610], [-5.00864, 4.72974, 1.39840], [-4.95084, 2.80305, 2.92892], [-6.61111, 2.45015, 2.17073], [-6.30376, 2.39285, 3.95944], [9.33120, 6.01275, 3.11356], [8.36697, 4.82254, 2.93359], [8.13726, 4.22841, 4.36464], [7.49672, 2.80369, 4.30559], [7.38372, 2.36941, 5.82766], [6.64979, 1.01430, 6.06239], [5.31384, 1.00023, 5.38833], [5.30890, 1.48510, 3.94097], [6.05656, 2.91915, 3.75429], [8.33924, 1.81706, 3.52824], [10.24688, 5.63827, 3.57117], [8.88033, 6.64568, 3.87790], [9.44208, 6.67263, 2.25311], [8.67314, 4.11196, 2.16584], [7.43554, 5.22380, 2.53417], [7.48550, 4.97582, 4.81707], [9.04020, 4.09239, 4.95987], [6.99005, 3.20853, 6.40125], [8.38667, 2.19429, 6.21691], [6.45758, 0.84871, 7.12246], [7.34015, 0.20136, 5.83737], [4.71082, 1.59516, 6.07428], [4.87925, 0.00127, 5.35228], [4.31729, 1.54611, 3.49255], [5.89643, 0.77813, 3.35522], [5.58408, 3.76073, 4.26086], [6.16194, 3.18757, 2.70313], [8.07707, 1.91924, 2.47518], [8.23710, 0.76648, 3.80017], [9.37592, 2.13588, 3.63671], [-6.76680, -3.08324, -4.37007], [-5.52331, -3.47624, -3.60288], [-5.01952, -2.33608, -2.79089], [-3.47515, -2.51146, -2.46885], [-3.11943, -3.90955, -1.82203], [-3.78084, -4.04454, -0.39359], [-3.20733, -2.87387, 0.43847], [-3.54248, -1.46518, -0.07438], [-3.04206, -1.30922, -1.56182], [-2.65425, -2.25413, -3.81533], [-6.91740, -3.73763, -5.22867], [-6.79029, -2.11569, -4.87146], [-7.65420, -3.04996, -3.73799], [-4.79829, -3.87246, -4.31384], [-5.65023, -4.27097, -2.86776], [-5.65107, -2.30864, -1.90291], [-5.21476, -1.47454, -3.42942], [-3.33142, -4.70440, -2.53714], [-2.03913, -3.89373, -1.67779], [-4.86776, -4.06670, -0.47242], [-3.51462, -5.01609, 0.02272], [-3.55830, -2.95312, 1.46738], [-2.11785, -2.90308, 0.45484], [-4.61629, -1.30260, 0.01837], [-3.09893, -0.73332, 0.60071], [-3.60021, -0.45346, -1.94161], [-1.96159, -1.21439, -1.66996], [-2.93861, -2.95288, -4.60210], [-1.61083, -2.36913, -3.52181], [-2.82328, -1.23282, -4.15658], [1.60988, -4.66060, 0.85253], [1.23643, -6.04111, 0.28890], [-0.26981, -6.22312, -0.14386], [-0.68054, -7.69292, -0.64439], [-0.09546, -8.02391, -2.06197], [-0.65929, -9.26490, -2.69771], [-2.20399, -9.24745, -2.71807], [-2.82874, -8.97828, -1.36422], [-2.24521, -7.68779, -0.74422], [-0.25647, -8.76849, 0.33875], [2.62867, -4.57609, 1.23073], [0.98368, -4.48251, 1.72675], [1.50005, -3.73213, 0.29220], [1.54481, -6.74916, 1.05810], [1.82583, -6.15161, -0.62131], [-0.56240, -5.53238, -0.93467], [-0.89200, -5.99267, 0.72094], [-0.41260, -7.10243, -2.55024], [0.96693, -8.18311, -1.87737], [-0.18458, -9.42645, -3.66551], [-0.33665, -10.11750, -2.10015], [-2.47059, -8.47146, -3.43561], [-2.51789, -10.18847, -3.16979], [-3.91672, -8.91948, -1.39514], [-2.73577, -9.88009, -0.75908], [-2.39753, -6.83830, -1.41000], [-2.57756, -7.48801, 0.27447], [0.81208, -8.97712, 0.39145], [-0.65143, -9.74240, 0.04959], [-0.73436, -8.60184, 1.30412], [5.06597, -3.97537, -1.75783], [5.11406, -3.06061, -3.00603], [4.22659, -1.73132, -2.86333], [4.03128, -0.74792, -4.07580], [5.20349, 0.22311, -3.95430], [5.21162, 1.22463, -5.14721], [5.14868, 0.55410, -6.46345], [3.86625, -0.33157, -6.63111], [3.90091, -1.47064, -5.46423], [2.77021, 0.06783, -3.72084], [5.86140, -4.71759, -1.82492], [4.13766, -4.54582, -1.72742], [5.28210, -3.49182, -0.80516], [4.82866, -3.57831, -3.92180], [6.12272, -2.76925, -3.29897], [4.44778, -1.15055, -1.96785], [3.20942, -2.10066, -2.73275], [6.06337, -0.43826, -4.06063], [5.17737, 0.74807, -2.99940], [6.17629, 1.70030, -4.97044], [4.49812, 2.03881, -5.02019], [6.00337, -0.12223, -6.44946], [5.41571, 1.20131, -7.29887], [3.82470, -0.80893, -7.61014], [2.93527, 0.23485, -6.60740], [4.85158, -1.97491, -5.63756], [3.09135, -2.19716, -5.53407], [1.86728, -0.52783, -3.58669], [2.71817, 0.85025, -4.47795], [2.95411, 0.49943, -2.73696], [2.49962, 3.92161, -1.27356], [1.63193, 4.23089, -2.71567], [1.83426, 3.36341, -3.87583], [1.33505, 5.67435, -2.94749], [0.20389, 3.79588, -2.01796], [3.74227, 4.15911, -2.01661], [4.03577, 5.51531, -2.43868], [4.33557, 3.04161, -2.76500], [4.70114, 4.10078, -0.69407], [2.74243, -0.67465, 1.63164], [2.45435, -0.55150, 2.94131], [3.75151, 0.13558, 1.27048], [3.05386, -1.93367, 1.28700], [1.15262, -0.23020, 0.64614], [1.48236, -0.26910, -0.77230], [0.21110, -1.31846, 1.05349], [0.78976, 1.43583, 1.11899], [-0.79964, 1.30857, 0.96854], [-1.26005, 1.25134, -0.40807], [-1.50216, 0.45272, 1.92386], [-1.32221, 3.10776, 1.40430], [-2.61648, 3.19008, 1.11920], [-1.06278, 3.51269, 2.62092], [-0.64966, 3.98522, 0.62172]], "forces_ev_per_a": [[0.113, 0.330, -0.413], [-0.376, 1.234, 0.487], [-1.676, 0.347, 0.231], [1.112, -0.671, -1.024], [-1.434, -0.795, -1.193], [-0.585, 0.373, 0.042], [2.088, -0.687, -1.176], [-0.991, 1.748, 0.269], [1.956, 1.020, 1.726], [-0.498, -1.471, 0.200], [-0.520, -0.752, 0.398], [-0.441, -0.877, 0.343], [0.584, -0.630, -0.141], [0.341, 0.480, -0.166], [0.180, 0.744, -1.296], [-0.259, 0.014, -0.112], [0.262, 0.457, -0.326], [0.104, -0.132, -0.282], [0.622, -1.022, 0.402], [0.409, 0.114, 0.036], [-0.170, -0.297, 0.625], [0.059, 0.151, -0.416], [-0.203, 0.048, -0.351], [-1.205, 0.367, -0.042], [0.411, -0.350, 0.475], [0.034, 0.234, -0.779], [-0.291, -0.268, 1.364], [0.032, 0.257, -0.177], [0.541, 0.205, -0.154], [-0.437, -0.160, 0.073], [0.126, 0.329, 0.391], [0.575, 0.346, -0.139], [-0.013, 1.407, 1.695], [-0.228, -1.426, 0.306], [-1.017, -0.427, -1.125], [1.347, -0.111, 0.905], [-1.478, 0.435, -0.328], [0.639, 0.467, 1.511], [-0.105, 1.353, -2.504], [-0.105, -0.127, -0.453], [0.727, -0.474, 0.778], [-0.307, -0.405, -0.426], [0.240, -0.066, -0.039], [0.208, -0.439, -0.086], [-0.039, -0.528, -0.119], [-0.032, -0.429, -0.624], [-0.461, 0.613, 0.316], [-0.279, -0.076, -0.410], [0.384, 0.397, -0.214], [0.327, 0.050, -0.365], [0.225, 0.388, -0.375], [-0.489, -0.307, -0.462], [0.062, -0.956, 0.065], [0.093, 0.051, 0.008], [-0.035, -0.125, 0.544], [-0.097, -0.364, 0.172], [0.127, 0.616, 0.454], [-0.724, -0.352, 0.339], [-0.269, 0.099, -0.018], [0.328, 0.443, 0.594], [0.336, -0.108, 0.192], [-0.360, 0.873, 0.324], [0.974, -0.656, 0.642], [0.961, -1.068, -0.705], [-1.760, -0.374, 0.772], [0.231, -0.518, -0.803], [0.540, 0.346, -1.021], [-0.897, -0.568, 0.608], [1.279, 0.580, 0.336], [0.514, -0.538, -0.201], [0.437, 2.345, 0.617], [0.602, 0.164, -0.328], [-0.037, 0.116, -0.290], [-0.206, -0.841, 0.037], [-0.245, -0.279, 0.096], [-0.368, 0.281, -0.288], [-0.904, -0.159, -0.472], [-0.208, 0.076, -0.172], [-0.161, -0.042, 0.338], [0.403, 0.332, 0.111], [0.121, 0.389, 0.296], [0.154, -0.077, -0.044], [-0.445, -0.039, 0.060], [-0.129, 0.291, -0.097], [0.119, 0.141, 0.003], [-0.151, -0.276, 0.286], [-0.726, 0.052, 0.073], [0.121, -0.254, 0.250], [-0.155, -0.347, -0.484], [0.438, -0.016, 0.237], [-0.343, 0.242, -0.078], [-0.637, -0.354, 0.745], [0.146, 0.318, 0.297], [0.006, -0.554, -2.188], [-1.328, 0.287, 2.212], [0.352, -1.044, -0.180], [0.910, 0.597, -0.177], [-0.834, -0.144, -0.368], [1.503, 2.124, -0.014], [0.342, -1.929, 0.295], [0.170, 0.909, -0.428], [0.352, 0.327, -0.547], [0.009, 0.210, 0.135], [0.332, -0.519, -0.105], [0.490, -0.159, 0.293], [-0.297, -0.043, 0.247], [-0.277, -0.696, 0.604], [0.083, 0.164, -0.228], [-0.350, 0.011, -0.382], [0.259, 0.403, -0.411], [0.299, 0.489, 0.179], [-0.147, -0.084, -0.552], [-0.595, 0.228, -0.484], [0.022, -0.156, 0.350], [-0.009, 0.063, 0.168], [-0.120, -0.074, -0.203], [-0.048, -0.255, 0.252], [-0.048, -0.142, -0.001], [0.028, 0.010, 0.059], [-0.281, 0.364, 0.447], [-0.023, -0.193, 0.101], [-1.031, -0.228, -0.414], [0.298, -0.851, -0.152], [0.991, -0.450, -0.467], [-0.255, 1.152, -0.690], [-0.656, 1.179, 0.477], [0.939, 0.873, -1.480], [-0.447, 0.086, 0.372], [0.190, -1.131, -0.881], [-1.449, -0.710, 1.146], [-0.688, -0.654, 1.539], [-0.294, -0.426, 0.403], [0.789, 0.391, 0.305], [-0.065, -0.371, -0.061], [0.226, 0.243, -0.036], [-0.679, -0.497, -0.435], [0.658, 0.448, 0.331], [0.868, 0.617, 0.564], [-0.382, 0.242, -0.031], [0.086, 0.231, -0.108], [-0.047, 0.298, 0.068], [0.229, 0.047, -0.009], [0.053, -0.065, 0.070], [0.204, -0.439, 0.104], [-0.139, 0.029, -0.415], [0.358, 0.077, -0.420], [0.549, 0.043, -0.467], [-0.115, 0.148, 0.229], [-0.009, -0.044, 0.320], [-0.066, -0.077, -0.190], [-0.199, -0.082, 0.289], [-0.782, 0.604, 0.986], [-0.242, 0.486, -1.325], [0.858, -1.138, 0.515], [0.010, -0.335, 0.650], [-0.333, 0.762, 1.410], [-0.784, -0.420, 1.209], [0.775, 0.095, -1.241], [0.331, -0.095, 0.260], [1.196, -0.725, -0.109], [-0.650, -0.497, -0.019], [0.128, -0.690, -0.154], [-0.111, 0.066, 0.307], [-0.371, -0.441, -0.828], [-0.201, -0.290, -0.331], [0.246, -0.556, 0.105], [0.190, -0.185, -0.182], [-0.257, -0.358, 0.000], [0.726, -0.088, -0.729], [0.090, 0.704, -0.356], [-0.259, 0.267, -0.129], [0.116, -0.173, 0.006], [-0.361, 0.167, -0.067], [-0.311, 0.034, 0.253], [-0.045, 0.552, -0.346], [0.538, 0.207, 0.484], [-0.471, 0.047, 0.085], [-0.213, 0.045, -0.159], [0.051, 0.847, 0.029], [-0.275, 0.266, -0.460], [0.411, 0.418, 0.085], [0.406, 0.032, -0.718], [-0.016, 1.831, -0.501], [-0.967, -1.870, -0.911], [-0.880, -0.828, 1.876], [-0.398, -0.024, -2.450], [0.376, 0.582, 2.020], [0.027, -1.513, -0.650], [0.498, -0.510, 1.175], [1.144, 2.584, -0.998], [1.114, -0.125, -0.143], [0.002, -0.049, -0.292], [-0.149, 0.220, 0.209], [-0.368, 0.382, -0.092], [-0.577, -0.307, 0.265], [0.338, 0.069, 0.649], [0.329, 0.175, -0.316], [-0.123, -0.081, 0.262], [0.257, 0.221, 0.245], [-0.205, -0.289, -0.069], [0.135, 0.272, -0.451], [-0.219, -0.175, 0.137], [0.087, -0.469, -0.276], [-0.720, 0.201, -0.005], [0.333, -0.330, 0.154], [0.035, 0.210, 0.336], [-0.068, -0.172, 0.306], [-0.155, 0.339, 0.602], [0.210, -0.283, -0.618], [-0.427, -0.108, 0.299], [0.140, 0.222, -0.209], [-6.094, -0.746, -1.038], [-6.344, 3.735, -0.953], [-0.262, 0.992, 2.438], [1.163, -4.164, 0.511], [1.207, -0.284, -0.644], [13.559, 1.096, -0.777], [-1.188, -1.945, -0.332], [-1.629, 1.480, 0.771], [-0.327, -0.284, 0.427], [-0.645, 0.584, -0.993], [0.690, -0.334, -0.796], [-0.678, -0.510, 0.613], [-0.219, 1.014, 0.750], [-0.083, -1.679, -1.188], [0.262, 0.393, 1.588], [2.027, 2.528, -0.237], [0.000, -3.863, -0.145], [-3.382, 1.758, 0.455], [0.534, -0.481, 0.988], [0.880, 1.306, -0.592], [0.659, -0.431, -1.156], [0.133, 0.081, 0.335], [-0.276, -0.379, 1.198], [-0.001, -0.349, -0.393]], "charge": 6, "orbital_gap_ev": 9.1656}